No. 1
{
  "formula": "C44H43N3O6S3SiSr",
  "method": "the ωB97M-V functional and the def2-TZVPD basis",
  "species": ["Sr", "C", "Si", "C", "C", "C", "C", "C", "C", "N", "C", "S", "H", "H", "H", "H", "H", "H", "H", "H", "H", "H", "H", "H", "C", "C", "N", "C", "C", "C", "C", "C", "C", "C", "C", "C", "N", "C", "H", "H", "H", "H", "H", "H", "H", "H", "O", "S", "C", "C", "C", "C", "S", "O", "C", "C", "C", "C", "C", "C", "C", "C", "C", "C", "C", "C", "H", "H", "H", "H", "H", "H", "H", "H", "H", "H", "H", "H", "H", "H", "H", "H", "H", "H", "O", "C", "O", "C", "C", "C", "C", "O", "C", "O", "C", "C", "H", "H", "H", "H", "H"],
  "coordinates": [[0.13881, 0.27191, 0.35004], [-5.90231, 0.71087, 3.72140], [-5.52584, 2.13509, 2.56556], [-6.34894, 1.87532, 0.89869], [-6.31296, 3.69577, 3.27110], [-3.67061, 2.45120, 2.50349], [-3.12571, 3.58483, 3.08345], [-1.75254, 3.82834, 3.04843], [-0.95882, 2.89624, 2.42114], [-1.43856, 1.76960, 1.88114], [-2.76581, 1.52039, 1.91185], [-3.29379, 0.02811, 1.20792], [-6.97872, 0.54744, 3.81328], [-5.50171, 0.90984, 4.71804], [-5.44092, -0.20235, 3.34296], [-7.43597, 1.90203, 1.02410], [-6.06312, 0.92441, 0.45823], [-6.08067, 2.67650, 0.20366], [-7.39971, 3.58016, 3.28030], [-6.08147, 4.57344, 2.66261], [-5.99745, 3.90039, 4.29667], [-3.77573, 4.31338, 3.55639], [-1.32074, 4.71563, 3.49011], [0.11674, 3.02689, 2.34705], [3.68040, -0.35453, -2.96745], [2.86023, -0.28440, -1.83086], [1.74977, 0.41748, -1.78770], [1.38603, 1.12378, -2.87758], [2.12929, 1.10720, -4.06580], [3.30667, 0.33817, -4.08689], [1.67947, 1.85776, -5.20362], [0.54938, 2.59024, -5.14548], [-0.22864, 2.64858, -3.94080], [-1.39893, 3.42222, -3.83480], [-2.08439, 3.45175, -2.65124], [-1.59739, 2.69477, -1.57556], [-0.51142, 1.95604, -1.65022], [0.17700, 1.92592, -2.81015], [4.58429, -0.94686, -2.94397], [3.12022, -0.81519, -0.92012], [3.90557, 0.30792, -4.98940], [2.26988, 1.82154, -6.11095], [0.21087, 3.15550, -6.00512], [-1.74082, 3.98861, -4.69293], [-2.98689, 4.03504, -2.53343], [-2.12174, 2.68566, -0.62397], [-0.52611, -1.85766, 1.20838], [-0.91504, -2.64606, 2.41478], [-2.11120, -3.85519, 1.75582], [-1.85340, -4.12090, 0.27290], [-2.70034, -3.23550, -0.64263], [-2.32244, -3.41763, -2.11318], [-1.37061, -2.02832, -2.82944], [-0.67112, -1.33185, -1.70617], [-2.75986, -1.01699, -3.31828], [-3.19418, -1.10175, -4.63474], [-4.28593, -0.34494, -5.03454], [-4.92529, 0.48470, -4.12212], [-4.47297, 0.56574, -2.81208], [-3.37579, -0.17956, -2.40472], [0.45415, -3.76471, 2.70384], [1.54760, -3.72237, 1.85710], [2.62514, -4.56129, 2.11130], [2.60182, -5.41835, 3.20107], [1.50486, -5.43634, 4.05478], [0.42844, -4.59919, 3.81334], [-3.09010, -3.40197, 1.92374], [-2.02624, -4.74847, 2.37436], [-2.07063, -5.17158, 0.06170], [-0.79579, -3.96292, 0.04774], [-2.59475, -2.19164, -0.33936], [-3.75255, -3.49922, -0.51093], [-3.18866, -3.51223, -2.76878], [-1.69606, -4.30070, -2.25702], [-2.68050, -1.74752, -5.33792], [-4.63443, -0.40113, -6.05767], [-5.78066, 1.06994, -4.43544], [-4.97579, 1.19703, -2.09002], [-3.03141, -0.12027, -1.37768], [1.55895, -3.01395, 1.03945], [3.49077, -4.53421, 1.46223], [3.44713, -6.06480, 3.39826], [1.49667, -6.09253, 4.91514], [-0.42131, -4.58867, 4.48716], [1.91700, 1.75938, 1.32406], [2.54870, 0.76429, 1.76640], [2.25319, -0.43201, 1.47606], [3.71207, 0.99178, 2.69232], [4.12486, 2.28289, 2.98481], [5.20299, 2.52769, 3.84001], [5.82526, 1.42849, 4.37577], [6.89797, 1.39426, 5.22741], [7.11733, 0.01803, 5.53036], [6.21736, -0.76007, 4.74964], [5.41393, 0.13858, 4.08721], [4.36350, -0.11859, 3.24961], [3.58618, 3.10354, 2.53197], [5.53324, 3.53045, 4.07271], [6.92372, -0.15409, 6.59291], [8.14457, -0.24806, 5.27460], [4.03008, -1.11970, 3.01579]],
  "atomic_forces_ev_per_a": [[-0.7, 0.0, -0.3], [0.0, 0.0, 0.0], [0.0, 0.0, 0.1], [0.0, 0.1, 0.0], [0.0, 0.0, 0.0], [0.0, -0.2, -0.1], [0.0, 0.1, -0.1], [-0.1, 0.0, 0.0], [0.0, 0.0, 0.1], [0.1, 0.2, -0.1], [0.0, 0.0, 0.1], [-0.1, 0.0, -0.1], [0.0, 0.0, 0.0], [0.0, 0.0, 0.0], [0.0, 0.0, 0.0], [0.0, 0.0, 0.0], [0.0, -0.1, 0.0], [0.0, 0.0, 0.0], [0.0, 0.0, 0.0], [0.0, 0.0, 0.0], [0.0, 0.0, 0.0], [0.0, 0.0, 0.0], [0.0, 0.0, 0.0], [0.0, 0.0, 0.0], [0.0, 0.0, 0.0], [0.0, 0.0, 0.0], [0.2, 0.2, -0.1], [-0.1, 0.0, 0.0], [0.0, 0.0, 0.0], [0.0, 0.0, 0.0], [0.0, 0.0, 0.0], [0.0, 0.0, 0.0], [0.0, 0.0, 0.0], [0.0, 0.0, 0.0], [0.0, 0.0, 0.0], [0.0, 0.0, 0.0], [0.0, 0.0, 0.0], [0.0, 0.0, 0.0], [0.0, 0.0, 0.0], [0.0, 0.0, 0.0], [0.0, 0.0, 0.0], [0.0, 0.0, 0.0], [0.0, 0.0, 0.0], [0.0, 0.0, 0.0], [0.0, 0.0, 0.0], [0.0, 0.0, 0.0], [0.3, -0.3, 0.2], [-0.2, -0.1, 0.0], [0.0, 0.1, 0.0], [0.0, -0.1, 0.0], [0.0, 0.0, 0.0], [0.0, 0.0, 0.0], [0.1, 0.0, 0.0], [-0.1, 0.0, 0.0], [0.0, 0.0, 0.0], [0.0, 0.0, 0.0], [0.0, 0.0, 0.0], [0.0, 0.0, 0.0], [0.0, 0.0, 0.0], [0.0, 0.0, 0.1], [0.0, 0.0, -0.1], [0.0, 0.0, 0.0], [0.0, 0.0, 0.0], [0.0, 0.0, 0.0], [0.0, 0.0, 0.0], [0.0, 0.0, 0.0], [0.0, 0.0, 0.0], [0.0, 0.0, 0.0], [0.0, 0.0, 0.0], [0.0, 0.0, 0.0], [0.1, 0.0, 0.0], [0.0, 0.1, 0.0], [0.0, -0.1, 0.0], [0.0, 0.0, 0.0], [0.0, 0.0, 0.0], [0.0, 0.0, 0.0], [0.0, 0.0, 0.0], [0.0, 0.0, 0.0], [0.0, 0.0, 0.0], [0.0, 0.0, 0.0], [0.0, 0.0, 0.0], [0.0, 0.0, 0.0], [0.0, 0.0, 0.0], [0.0, 0.0, 0.0], [0.1, 0.0, 0.1], [0.1, 0.0, 0.0], [0.1, 0.0, 0.0], [0.0, 0.0, 0.0], [0.0, 0.0, 0.0], [0.0, 0.0, 0.0], [0.0, 0.0, 0.0], [0.0, 0.0, 0.0], [0.0, 0.0, 0.0], [0.0, 0.0, 0.0], [0.0, 0.0, 0.0], [0.0, 0.0, 0.0], [0.0, 0.0, 0.0], [0.0, 0.0, 0.0], [0.0, 0.0, 0.0], [0.0, 0.0, 0.0], [0.0, 0.0, 0.0]],
  "total_charge": 0
}



No. 2
{
  "formula": "C3H4N2S",
  "method": "the ωB97M-V functional and the def2-TZVPD basis",
  "species": ["C", "C", "C", "N", "N", "S", "H", "H", "H", "H"],
  "coordinates": [[1.36399, 1.52617, -0.47275], [0.46821, -1.31649, 0.92162], [-0.25756, -0.24199, 0.88556], [2.26697, 1.61879, 0.24871], [-1.73064, 1.22569, -0.71306], [-1.66462, 0.58533, 0.70365], [0.40016, -2.11388, 0.31456], [1.36038, -1.39598, 1.61392], [-1.82190, 2.21242, -0.82437], [0.53950, 1.47433, -1.17116]],
  "atomic_forces_ev_per_a": [[1.5, 0.4, 0.6], [2.2, 2.4, 3.1], [-2.0, -0.1, 0.0], [-1.3, -0.1, -1.0], [0.8, -0.8, -0.5], [1.2, -0.3, -0.1], [-0.9, -2.8, -2.1], [-0.9, 0.5, -0.9], [-0.6, 0.8, 0.5], [0.1, -0.1, 0.3]],
  "total_charge": 0
}



For each record above, in turn, the calculated E_tot values are -3833.180565; -624.239175 a.u..